C7H12N2O | ωB97M-V with the def2-TZVPD basis set

Positions of all 22 atoms, in Å:
O -1.7507 -0.3969 -0.2091
N -0.4747 -0.1004 0.2921
N 0.2174 2.2853 -1.9868
C 1.8699 0.0803 -0.5203
C 0.5511 0.1433 -0.5566
C 0.7618 -1.4751 2.1873
C -1.1196 0.0277 2.7089
C -0.6954 0.2603 -2.9511
C -0.2587 -0.4479 1.7925
C 0.0263 1.0198 -1.8743
H -1.7723 0.3236 -2.7758
H 0.5560 -1.8992 3.1788
H 2.4836 0.4808 -1.3288
H -2.2197 0.4433 -0.0721
H -1.0238 -0.2130 3.7634
H -1.9027 0.7268 2.4405
H 1.7655 -1.0417 2.2215
H 2.4053 -0.4656 0.2500
H -0.4678 0.6864 -3.9331
H 0.6844 2.6665 -1.1570
H -0.3922 -0.7891 -2.9550
H 0.7562 -2.3154 1.4849

As for the net charge: 0. The molecular weight is 140.2 g/mol. For the orbital gap, the calculation gives 8.908 eV. Its calculated total energy is -12477.089 eV.

***

C6H6 | ωB97M-V with the def2-TZVPD basis set

Positions of all 12 atoms, in Å:
C -0.3927 0.4269 0.6145
C 1.2548 -2.7175 0.3740
C -1.3075 2.5217 -0.7600
C 0.8255 -0.1471 -0.1364
C -0.9252 1.5882 -0.1026
C 1.1306 -1.5274 0.2424
H 0.6059 -0.1869 -1.2083
H 1.6797 0.5284 -0.0177
H 1.3529 -3.7788 0.3989
H -0.1003 0.7107 1.6316
H -1.6421 3.3506 -1.3437
H -1.1634 -0.3458 0.7115

As for the net charge: 0. The molecular weight is 78.1 g/mol. For the orbital gap, the calculation gives 10.980 eV. Its calculated total energy is -6315.412 eV.

***

C28H32N6O3RuS2 | ωB97M-V with the def2-TZVPD basis set

Positions of all 72 atoms, in Å:
Ru -0.5438 -0.5836 -0.3037
S -0.7092 -2.6631 -2.1692
S -0.7311 2.4873 2.1949
O -2.0730 2.9016 2.4436
O -0.2586 1.4739 3.2980
O 0.9830 0.1345 -2.2145
N -1.4130 3.5157 -0.2137
N -0.5371 1.6600 0.8356
N -1.4478 1.3715 -1.2401
N 0.3884 0.3201 -4.4704
N 3.0950 6.9507 2.3156
N 1.4787 -1.6658 0.3649
C -3.3993 -1.6353 -0.9225
C -1.6688 -0.3247 2.4381
C 0.8642 6.1285 2.6086
C -1.1772 0.3540 3.6799
C -1.9294 -3.6505 -1.2125
C 1.4366 -2.1212 1.6431
C 0.5793 -3.9483 -2.4088
C -0.0218 5.0759 2.6083
C 0.4234 -1.4971 3.8586
C 2.4520 -2.9648 2.1214
C 2.4997 -1.9954 -0.4115
C -1.1428 2.2103 -0.2250
C -0.3245 -0.5666 4.4838
C -0.8421 -1.1840 1.7796
C -2.0677 1.8951 -2.2905
C -3.3237 -3.0797 -1.4021
C 0.3163 -4.6960 -3.7087
C 3.4853 -3.3389 1.2905
C 0.7930 0.2183 -3.3572
C 2.2293 5.9121 2.3568
C 3.5260 -2.8313 -0.0053
C 1.7837 3.5451 2.1233
C 2.6713 4.5978 2.1291
C -2.0379 4.0157 -1.2610
C 0.4765 -3.7708 -4.9080
C 0.4391 3.7922 2.3594
C 0.3427 -1.6279 2.4353
C -2.3984 3.2387 -2.3557
H 0.2182 -4.2760 -5.8335
H 2.1203 2.5349 1.9464
H -2.3110 1.2127 -3.0961
H -4.0286 -3.6979 -0.8397
H 1.5336 -3.4284 -2.4506
H 0.7713 0.3096 -5.3877
H -1.0735 5.2227 2.7903
H -2.7674 -0.9944 -1.5559
H -0.1709 -2.9042 -4.7945
H 1.5062 -3.4307 -4.9831
H -3.5947 -3.1390 -2.4589
H 0.5120 7.1320 2.7878
H -2.2545 5.0743 -1.2164
H 4.2634 -3.9950 1.6447
H 2.7794 7.8798 2.5215
H 0.5677 -4.6037 -1.5385
H -4.4181 -1.2630 -0.9850
H -1.9850 0.8209 4.2488
H 1.1099 -2.1112 4.4211
H 3.7198 4.4224 1.9404
H -3.0674 -1.5713 0.1224
H 1.0179 -5.5294 -3.7829
H 2.5166 -1.5523 -1.4011
H -2.9084 3.6532 -3.2092
H 4.3393 -3.0530 -0.6764
H 2.4095 -3.3313 3.1328
H -1.8765 -4.6731 -1.5844
H -2.6450 -0.0338 2.0701
H 4.0788 6.7920 2.1947
H -1.6210 -3.6073 -0.1640
H -0.2663 -0.4039 5.5465
H -0.6944 -5.1087 -3.6944

As for the net charge: +1. Its expectation value of S² is 8.806. The molecular weight is 665.8 g/mol. For the orbital gap (spin up / spin down), the calculation gives 7.529 / 6.850 eV. Its calculated total energy is -68881.262 eV. As for the spin multiplicity: 6.

***

C4H10NOS | ωB97M-V with the def2-TZVPD basis set

Positions of all 17 atoms, in Å:
S 2.3996 -0.1113 0.8352
O -2.9335 -0.7839 0.4540
N -1.0140 -0.8641 -1.4107
C 1.6888 0.5789 -0.6810
C -0.6960 -0.1601 -0.1214
C -2.0322 0.2167 0.5673
C 0.2418 0.9939 -0.4496
H -0.1985 -0.9337 0.5063
H -1.8120 -1.3751 -1.1436
H 0.1320 1.7676 0.4195
H -1.8170 0.5585 1.6277
H 1.6518 -0.2030 -1.4366
H -2.3116 1.2039 0.0012
H 2.3339 1.4401 -1.0277
H -1.3509 -0.1028 -2.0782
H 0.4523 0.5004 1.4578
H -0.1219 1.4685 -1.3384

As for the net charge: 0. Its expectation value of S² is 0.756. The molecular weight is 120.2 g/mol. For the orbital gap (spin up / spin down), the calculation gives 7.697 / 6.533 eV. Its calculated total energy is -18676.914 eV. As for the spin multiplicity: 2.

***

What energy relative to the best compared isomer or geometry (same formula, charge and spin) values result from the calculations? In sequence: 103.09; 87.35; 47.96; 86.14 kcal per mole.